# 1
One molecule with the formula C2H2O4. Source: OMol25; level of theory: ωB97M-V/def2-TZVPD.

Values from the calculation:
max |F|	4.1	eV/A
charge	0
Kohn-Sham gap	11.69	eV
lowest unoccupied orbital energy	0.10	eV
SMILES	O=COC(=O)O

Cartesian coordinates (Å):
O1 0.73 0.62 1.32
C1 1.14 0.43 0.18
O2 0.47 -0.16 -0.82
C2 -0.81 -0.57 -0.64
O3 -1.39 -1.26 -1.47
O4 -1.44 -0.14 0.48
H1 2.14 0.73 -0.17
H2 -0.85 0.34 1.11

natural (NBO) atomic charge list, values in e, 2 entries: atom 1 (O): -0.572, atom 2 (C): 0.665


# 2
C2H2O4S as an isolated structure. Source: OMol25; level of theory: ωB97M-V/def2-TZVPD.

Values from the calculation:
spin multiplicity	3
max |F|	5.8	eV/A
charge	0
Kohn-Sham gap (spin up / spin down)	10.00 / 7.01	eV
lowest unoccupied orbital energy (spin up / spin down)	0.43 / -3.90	eV

Cartesian coordinates (Å):
C1 -0.70 0.95 0.59
C2 0.13 -0.03 0.89
O1 1.90 -0.39 -1.02
O2 0.29 -2.20 -0.70
O3 -1.13 1.17 -0.63
O4 -0.51 -0.05 -1.57
S1 0.59 -0.81 -0.65
H1 -1.15 1.67 1.28
H2 0.57 -0.32 1.81

natural (NBO) atomic charge list, values in e, 2 entries: atom 1 (C): 0.139, atom 2 (C): -0.395


- Number 2 is which compound?
  C2H2O4S


- Number 1 is which compound?
  C2H2O4